Run w
Molecular formula: C3HO3
Method: DFT, ωB97M-V with the def2-TZVPD basis set

Computed properties:
- Gap between HOMO and LUMO: 8.6 eV
- 2S+1: 1
- SMILES string: O=C=CC(=O)[O-]
- Total charge: -1
- Molar mass: 85.0 g mol⁻¹

XYZ file:
```
7
C3HO3 ωB97M-V with the def2-TZVPD basis set
C -1.34 1.09 0.00
C -0.21 0.51 0.00
C 1.22 1.31 0.00
O 1.17 2.52 0.00
O -2.31 1.77 0.00
O 2.16 0.52 0.00
H -0.04 -0.55 0.00
```

The natural (NBO) scheme yields these atomic charges, measured in e: 0.686 -0.711 0.821 -0.746 -0.550 -0.750 0.251

=====

Run x
Molecular formula: C3HO3
Method: DFT, ωB97M-V with the def2-TZVPD basis set

Computed properties:
- Gap between HOMO and LUMO: 8.5 eV
- 2S+1: 1
- SMILES string: O=C=CC(=O)[O-]
- Total charge: -1
- Molar mass: 85.0 g mol⁻¹

XYZ file:
```
7
C3HO3 ωB97M-V with the def2-TZVPD basis set
C 1.44 -0.99 0.16
C 0.29 -0.49 -0.02
C -0.97 -1.43 0.03
O -1.48 -1.40 1.15
O 2.55 -1.64 0.05
O -1.30 -1.92 -1.06
H 0.10 0.32 0.76
```

The natural (NBO) scheme yields these atomic charges, measured in e: 0.651 -0.643 0.793 -0.738 -0.603 -0.725 0.266

=====

Run y
Molecular formula: C3HO3
Method: DFT, ωB97M-V with the def2-TZVPD basis set

Computed properties:
- Gap between HOMO and LUMO: 8.9 eV
- 2S+1: 1
- SMILES string: O=C=CC(=O)[O-]
- Total charge: -1
- Molar mass: 85.0 g mol⁻¹

XYZ file:
```
7
C3HO3 ωB97M-V with the def2-TZVPD basis set
C 1.02 0.91 -0.09
C 0.69 -0.30 -0.22
C -1.03 -0.44 0.17
O -1.28 -1.58 -0.11
O 1.43 2.16 0.48
O -1.67 0.50 0.41
H 0.85 -1.25 -0.64
```

The natural (NBO) scheme yields these atomic charges, measured in e: 0.591 -0.665 0.879 -0.726 -0.692 -0.661 0.274

=====

Ordering by calculated energy gives the sequence run w, run x, run y, with the first entry being the most stable.

=====

Run w
Molecular formula: H41O20
Method: DFT, ωB97M-V with the def2-TZVPD basis set

Computed properties:
- Gap between HOMO and LUMO: 9.8 eV
- 2S+1: 1
- Total charge: +1
- Molar mass: 361.3 g mol⁻¹

XYZ file:
```
61
H41O20 ωB97M-V with the def2-TZVPD basis set
O 1.72 -3.81 -2.61
H -1.27 -0.04 5.88
O -1.03 0.58 2.89
H -1.82 0.31 2.32
H 1.03 1.99 3.83
O -2.27 -0.69 -3.65
H -2.48 -1.52 -3.29
H -1.97 -0.94 -4.55
O -1.01 0.45 -1.78
H -1.16 1.43 -2.01
H -5.75 -0.18 2.50
O 3.56 3.22 0.68
H 0.46 1.50 0.85
H -1.51 0.15 -2.60
O 0.80 2.55 0.91
H -1.55 -2.82 2.59
H 1.95 2.28 0.99
O -0.11 -2.80 -4.64
H -0.13 -0.91 5.74
H -0.13 -2.62 2.17
O 2.30 1.54 -1.79
H 3.17 1.68 -2.11
H 1.75 1.73 -2.54
O -4.93 2.38 1.46
H -4.20 1.74 1.74
H 3.92 3.06 -0.24
O 3.90 -3.06 -1.09
H 3.33 -3.76 -1.54
H 3.98 -3.36 -0.22
O 0.30 -0.14 0.60
H -0.27 0.03 -0.16
H -0.03 -1.86 -5.03
O -0.24 2.71 -4.02
H 0.08 3.28 -3.43
H -0.72 3.24 -4.67
O -1.17 3.70 2.12
H -1.83 3.45 1.54
H -0.78 4.44 1.75
O 1.88 -4.62 0.89
H -1.00 0.23 3.77
H 1.55 -3.73 1.11
O -0.43 0.04 5.78
H -0.02 -0.61 1.30
H 1.36 -2.97 -2.23
O -4.77 -0.10 2.65
H 2.43 2.20 -4.77
H -4.60 -0.93 3.09
O 2.87 1.60 -4.22
H 3.09 1.00 -4.84
H 1.66 -4.91 0.04
O -0.83 -2.15 2.76
H 1.27 -3.51 -3.58
H -0.54 -2.67 -3.87
O 1.18 2.86 3.43
H 0.48 2.92 1.99
H 2.00 3.24 3.63
O -0.59 -3.78 0.60
H -0.59 -4.59 0.09
H -0.60 -4.39 1.41
H 4.04 4.11 0.85
H -5.74 1.82 1.56
```

The natural (NBO) scheme yields these atomic charges, measured in e: -0.987 0.454 -0.994 0.490 0.519 -0.917 0.483 0.488 -1.012 0.478 0.479 -0.964 0.551 0.499 -0.946 0.473 0.577 -0.914 0.480 0.480 -0.952 0.472 0.479 -0.943 0.480 0.494 -0.958 0.488 0.463 -0.964 0.524 0.482 -0.944 0.462 0.483 -0.904 0.479 0.468 -0.959 0.497 0.481 -0.921 0.500 0.467 -0.954 0.469 0.476 -0.933 0.467 0.478 -0.955 0.502 0.458 -0.937 0.578 0.498 -0.947 0.482 0.470 0.495 0.462

=====

Run x
Molecular formula: H41O20
Method: DFT, ωB97M-V with the def2-TZVPD basis set

Computed properties:
- Gap between HOMO and LUMO: 10.0 eV
- 2S+1: 1
- Total charge: +1
- Molar mass: 361.3 g mol⁻¹

XYZ file:
```
61
H41O20 ωB97M-V with the def2-TZVPD basis set
O 0.53 0.58 1.62
H 0.28 1.44 1.98
O -2.31 3.55 1.53
H -1.94 3.57 2.42
H -3.26 3.51 1.82
O -0.56 -1.92 1.46
H -0.36 -1.93 2.41
H -1.42 -2.20 1.17
O 2.75 1.12 -2.38
H 3.24 1.90 -2.11
H 3.09 0.72 -3.19
O -1.08 -0.42 -1.73
H 0.81 2.29 -0.47
H -0.82 -0.24 -2.64
O 0.30 3.11 -0.51
H 1.60 4.57 0.22
H -0.41 3.13 0.14
O 2.14 4.27 0.97
H 3.00 3.93 0.62
H -0.32 -4.23 -2.72
O -4.85 2.97 -2.17
H -5.06 2.36 -2.90
H -4.07 2.56 -1.77
O 0.06 -2.75 -0.97
H 0.88 -2.48 -0.55
H -0.39 -0.80 -1.17
O 2.77 -1.88 2.54
H 2.67 -2.75 2.93
H 3.05 -1.28 3.26
O 0.28 3.08 2.92
H 0.90 2.79 3.60
H -0.28 0.01 1.69
O -5.98 -0.29 0.38
H -6.13 -0.81 -0.43
H -5.04 -0.44 0.50
O -3.44 -0.64 -4.27
H -3.49 -1.54 -4.61
H -2.69 -0.38 -4.81
O 4.02 3.30 -0.58
H 4.80 3.20 -0.03
H 3.83 4.25 -0.51
O 2.39 -4.58 -0.33
H 0.71 3.89 2.59
H 2.93 -5.27 -0.70
O -0.01 -2.34 4.34
H 0.77 -1.79 4.22
H -0.25 -2.43 5.30
O 2.52 0.13 0.33
H 2.24 0.27 -0.63
H 2.51 -0.84 0.39
O -1.27 -4.23 -2.66
H 1.63 -4.29 -0.79
H -1.53 -4.68 -1.85
O -2.00 0.03 1.16
H -2.10 0.12 0.19
H -2.82 0.23 1.64
O 2.20 -2.22 -2.16
H 1.26 -2.35 -2.26
H 2.96 -2.27 -2.72
H 1.40 0.35 0.60
H -0.63 -2.96 -0.36
```

The natural (NBO) scheme yields these atomic charges, measured in e: -0.967 0.538 -0.956 0.478 0.479 -1.003 0.520 0.491 -0.992 0.509 0.499 -0.979 0.460 0.495 -0.954 0.499 0.500 -0.995 0.461 0.470 -0.933 0.471 0.462 -0.979 0.490 0.478 -0.968 0.494 0.479 -0.978 0.482 0.550 -0.920 0.472 0.448 -0.927 0.470 0.458 -0.937 0.491 0.482 -0.976 0.518 0.491 -0.976 0.478 0.506 -0.818 0.543 0.540 -0.934 0.480 0.467 -0.993 0.518 0.495 -1.052 0.524 0.521 0.522 0.506

=====

Ordering by calculated energy gives the sequence run x, run w, with the first entry being the most stable.

=====

Run w
Molecular formula: C2H4O2S2
Method: DFT, ωB97M-V with the def2-TZVPD basis set

Computed properties:
- Gap between HOMO and LUMO (spin up / spin down): 8.1 / 8.1 eV
- 2S+1: 1
- Molar mass: 124.2 g mol⁻¹

XYZ file:
```
10
C2H4O2S2 ωB97M-V with the def2-TZVPD basis set
C -1.10 0.37 -0.45
C -0.69 -0.69 0.24
O 1.32 1.06 -1.09
O 1.31 1.00 1.37
S 2.04 -1.46 -0.14
S 1.26 0.30 0.12
H -1.42 1.23 0.06
H -1.26 0.55 -1.44
H -0.63 -1.82 0.04
H -0.84 -0.53 1.28
```

The natural (NBO) scheme yields these atomic charges, measured in e: -0.232 -0.509 -0.896 -0.857 -0.363 1.925 0.210 0.214 0.273 0.237

=====

Run x
Molecular formula: C2H4O2S2
Method: DFT, ωB97M-V with the def2-TZVPD basis set

Computed properties:
- Gap between HOMO and LUMO: 8.7 eV
- 2S+1: 1
- SMILES string: O=S(=O)=CCS
- Molar mass: 124.2 g mol⁻¹

XYZ file:
```
10
C2H4O2S2 ωB97M-V with the def2-TZVPD basis set
C 0.25 -0.65 0.21
C -1.02 -0.15 -0.52
O 2.78 -0.51 0.72
O 1.85 1.09 -1.03
S -2.35 0.53 0.65
S 1.74 -0.07 -0.15
H 0.09 -1.40 0.85
H -0.78 0.89 -0.81
H -1.33 -0.80 -1.27
H -1.24 1.07 1.35
```

The natural (NBO) scheme yields these atomic charges, measured in e: -0.645 -0.513 -0.850 -0.845 -0.055 2.055 0.240 0.246 0.229 0.139

=====

Ordering by calculated energy gives the sequence run x, run w, with the first entry being the most stable.

=====

Run w
Molecular formula: C2H2N2OS
Method: DFT, ωB97M-V with the def2-TZVPD basis set

Computed properties:
- Gap between HOMO and LUMO: 8.3 eV
- 2S+1: 1
- Molar mass: 102.1 g mol⁻¹

XYZ file:
```
8
C2H2N2OS ωB97M-V with the def2-TZVPD basis set
C -0.32 0.36 -0.35
C -1.79 -0.02 -0.16
H 2.14 0.61 0.46
H 0.25 -1.75 0.49
N 0.54 -0.71 -0.47
N -2.94 0.00 0.07
O 1.97 -0.39 0.07
S 0.15 1.90 -0.12
```

The natural (NBO) scheme yields these atomic charges, measured in e: -0.080 0.201 0.493 0.420 -0.267 -0.237 -0.596 0.066

=====

Run x
Molecular formula: C2H2N2OS
Method: DFT, ωB97M-V with the def2-TZVPD basis set

Computed properties:
- Gap between HOMO and LUMO: 10.2 eV
- 2S+1: 1
- SMILES string: N#CC(=O)NS
- Molar mass: 102.1 g mol⁻¹

XYZ file:
```
8
C2H2N2OS ωB97M-V with the def2-TZVPD basis set
C -1.38 -0.67 0.09
C -0.62 0.56 -0.11
N -2.18 -1.47 0.28
N 0.73 0.54 -0.22
O -1.23 1.61 -0.10
S 1.89 -0.71 -0.39
H 1.65 -1.32 0.78
H 1.13 1.47 -0.33
```

The natural (NBO) scheme yields these atomic charges, measured in e: 0.158 0.573 -0.226 -0.745 -0.519 0.218 0.119 0.423

=====

Ordering by calculated energy gives the sequence run x, run w, with the first entry being the most stable.

=====

Run w
Molecular formula: CH3N5
Method: DFT, ωB97M-V with the def2-TZVPD basis set

Computed properties:
- Gap between HOMO and LUMO: 9.7 eV
- 2S+1: 1
- SMILES string: N=c1[nH]nn[nH]1
- Molar mass: 85.1 g mol⁻¹

XYZ file:
```
9
CH3N5 ωB97M-V with the def2-TZVPD basis set
C -0.23 0.67 -0.31
H -1.31 2.21 -0.40
H -1.30 0.33 1.53
H 1.27 -0.18 -1.57
N -0.58 1.74 -0.92
N -0.63 0.02 0.85
N 0.04 -1.15 1.05
N 0.85 -1.30 0.09
N 0.71 -0.23 -0.74
```

The natural (NBO) scheme yields these atomic charges, measured in e: 0.511 0.342 0.418 0.425 -0.771 -0.446 -0.029 -0.022 -0.427

=====

Run x
Molecular formula: CH3N5
Method: DFT, ωB97M-V with the def2-TZVPD basis set

Computed properties:
- Gap between HOMO and LUMO: 10.4 eV
- 2S+1: 1
- SMILES string: Nc1nn[nH]n1
- Molar mass: 85.1 g mol⁻¹

XYZ file:
```
9
CH3N5 ωB97M-V with the def2-TZVPD basis set
N 0.55 -1.60 -0.34
C 0.01 -0.35 -0.20
N 0.42 0.41 0.81
N -0.41 1.43 0.69
N -1.25 1.35 -0.31
N -1.00 0.21 -0.90
H 1.41 -1.65 0.20
H 0.63 -2.01 -1.25
H -0.35 2.22 1.32
```

The natural (NBO) scheme yields these atomic charges, measured in e: -0.805 0.417 -0.325 -0.157 -0.027 -0.303 0.392 0.396 0.411

=====

Run y
Molecular formula: CH3N5
Method: DFT, ωB97M-V with the def2-TZVPD basis set

Computed properties:
- Gap between HOMO and LUMO: 9.0 eV
- 2S+1: 1
- SMILES string: [H]/N=c1/nn[nH][nH]1
- Molar mass: 85.1 g mol⁻¹

XYZ file:
```
9
CH3N5 ωB97M-V with the def2-TZVPD basis set
C -0.79 -0.05 -0.01
H -2.53 0.77 0.00
H 2.19 1.07 -0.03
H -0.11 2.03 0.07
N -2.06 -0.13 0.00
N 0.09 -1.17 0.01
N 1.29 -0.78 0.00
N 1.35 0.53 -0.01
N 0.07 1.04 0.00
```

The natural (NBO) scheme yields these atomic charges, measured in e: 0.469 0.335 0.415 0.423 -0.731 -0.256 0.040 -0.234 -0.462

=====

Ordering by calculated energy gives the sequence run x, run w, run y, with the first entry being the most stable.

=====

Run w
Molecular formula: C2H8N3O
Method: DFT, ωB97M-V with the def2-TZVPD basis set

Computed properties:
- Gap between HOMO and LUMO: 10.3 eV
- 2S+1: 1
- Total charge: +1
- Molar mass: 90.1 g mol⁻¹

XYZ file:
```
14
C2H8N3O ωB97M-V with the def2-TZVPD basis set
C -0.25 -1.87 -0.01
N -0.11 -3.08 0.58
O 0.34 -0.86 0.36
H -1.11 -1.71 -0.69
H 0.03 -3.81 -0.12
H 0.22 -3.25 1.50
N -0.84 1.54 -0.91
C 0.12 2.30 -0.41
N 0.91 1.82 0.52
H -0.84 0.54 -0.73
H -1.79 1.86 -0.99
H 0.59 3.20 -0.80
H 1.68 2.44 0.77
H 1.05 0.89 0.92
```

The natural (NBO) scheme yields these atomic charges, measured in e: 0.553 -0.819 -0.679 0.132 0.412 0.424 -0.757 0.406 -0.662 0.433 0.434 0.242 0.412 0.470

=====

Run x
Molecular formula: C2H8N3O
Method: DFT, ωB97M-V with the def2-TZVPD basis set

Computed properties:
- Gap between HOMO and LUMO: 10.6 eV
- 2S+1: 1
- Total charge: +1
- Molar mass: 90.1 g mol⁻¹

XYZ file:
```
14
C2H8N3O ωB97M-V with the def2-TZVPD basis set
C 2.21 0.18 0.44
N 2.94 0.45 -0.66
O 1.29 -0.62 0.46
H 2.51 0.72 1.34
H 3.93 0.63 -0.55
H 2.59 0.15 -1.55
N -1.30 -1.08 0.36
C -2.34 -0.31 0.20
N -2.34 0.84 -0.48
H -0.31 -0.74 0.42
H -1.25 -2.09 0.29
H -3.23 -0.81 0.57
H -3.22 1.33 -0.40
H -1.47 1.36 -0.44
```

The natural (NBO) scheme yields these atomic charges, measured in e: 0.560 -0.792 -0.682 0.143 0.421 0.410 -0.737 0.407 -0.705 0.453 0.444 0.224 0.429 0.424

=====

Ordering by calculated energy gives the sequence run x, run w, with the first entry being the most stable.